No. 1
{
  "formula": "C13H13NO4",
  "method": "wB97M-V/def2-TZVPD",
  "orbital_gap_ev": 7.85,
  "homo_ev": -9.431,
  "smiles": "O=COCCCCc1cccc2c1C(=O)NC2=O",
  "species": ["O", "C", "O", "C", "C", "C", "C", "C", "C", "C", "C", "C", "C", "C", "O", "N", "C", "O", "H", "H", "H", "H", "H", "H", "H", "H", "H", "H", "H", "H", "H"],
  "positions_angstrom": [[-4.576710, -1.474999, -2.133640], [-3.560216, -0.673136, -2.492836], [-2.248839, -1.131662, -2.976796], [-1.658071, -2.161363, -2.107873], [-0.098228, -1.736400, -1.757308], [0.333035, -2.395657, -0.287036], [1.572271, -1.578221, 0.410153], [1.130703, -0.264988, 1.288923], [0.539453, -0.332803, 2.852096], [0.127984, 1.063475, 3.675642], [0.311049, 2.585151, 3.013810], [0.885259, 2.633858, 1.478824], [1.260776, 1.262008, 0.660924], [1.749729, 1.791782, -0.811399], [2.475615, 1.232035, -1.782387], [1.106816, 3.190143, -0.896450], [1.225706, 3.870845, 0.457943], [1.570900, 5.151621, 0.751927], [-3.763476, 0.501359, -2.464470], [-1.658802, -3.223496, -2.652305], [-2.263045, -2.187932, -1.106505], [0.577710, -2.238567, -2.591108], [0.101880, -0.583882, -1.786645], [-0.594569, -2.549618, 0.409894], [0.736090, -3.486400, -0.556560], [2.194824, -2.300499, 1.126115], [2.321677, -1.228764, -0.445689], [0.384523, -1.380475, 3.385973], [-0.283535, 0.957249, 4.782059], [0.030285, 3.581163, 3.572749], [0.069206, 3.108173, -1.018026]],
  "atomic_forces_ev_per_a": [[6.968, 4.838, -2.122], [-4.119, -3.815, 0.899], [-3.171, 0.937, 2.236], [0.975, -0.624, 0.913], [0.014, -0.911, -0.068], [0.448, -0.648, -1.043], [0.407, 0.268, 0.371], [-0.862, 3.445, 1.875], [0.293, 3.662, -1.821], [1.426, 0.271, -3.405], [1.218, -3.757, -2.587], [-0.100, -2.996, 1.726], [-0.639, 0.048, 2.611], [1.497, -2.416, -2.370], [-4.901, 3.670, 6.459], [1.059, 0.474, 0.707], [1.162, 3.584, 2.512], [-2.583, -8.899, -2.326], [0.979, -2.568, -0.415], [-0.209, 2.430, 1.249], [1.058, -0.224, -2.001], [-1.247, 1.244, 1.791], [-0.705, -2.156, 0.108], [1.810, 0.570, -1.193], [-0.828, 2.333, 0.819], [-1.500, 1.603, -1.460], [-1.699, -0.586, 1.899], [0.394, 2.529, -1.298], [0.971, 0.273, -2.677], [0.643, -2.383, -1.193], [1.242, -0.194, -0.198]],
  "mulliken_charge": [-0.48, 0.21, -0.28, -0.39, -0.21, -0.55, -0.71, 0.59, -0.47, -0.32, -0.46, 0.10, 0.14, 0.21, -0.51, -0.44, 0.30, -0.50, 0.29, 0.22, 0.30, 0.27, 0.08, 0.38, 0.27, 0.35, 0.32, 0.30, 0.29, 0.33, 0.36]
}

=====

No. 2
{
  "formula": "C17H45N3O17S5",
  "method": "wB97M-V/def2-TZVPD",
  "orbital_gap_ev": 5.51,
  "homo_ev": -8.313,
  "species": ["N", "C", "N", "N", "C", "O", "O", "H", "H", "H", "H", "H", "O", "S", "O", "O", "C", "C", "C", "H", "H", "H", "H", "H", "H", "H", "H", "O", "S", "O", "O", "C", "C", "C", "H", "H", "H", "H", "H", "H", "H", "H", "O", "S", "O", "O", "C", "C", "C", "H", "H", "H", "H", "H", "H", "H", "H", "O", "S", "O", "O", "C", "C", "C", "H", "H", "H", "H", "H", "H", "H", "H", "O", "S", "O", "O", "C", "C", "C", "H", "H", "H", "H", "H", "H", "H", "H"],
  "positions_angstrom": [[1.129767, 2.734084, -0.819569], [1.363911, 2.441771, -2.285050], [0.554868, 1.515216, -3.165096], [2.440562, 3.103507, -2.884703], [3.689972, 2.270009, -3.094434], [4.721423, 2.259869, -2.222968], [3.736806, 1.430949, -4.333334], [1.433550, 1.956948, -0.192555], [0.158739, 3.060166, -0.620281], [0.568658, 0.524638, -2.837059], [-0.436989, 1.852921, -3.164715], [2.303048, 4.098366, -3.171906], [-2.591259, 3.255772, -1.261745], [-3.145392, 4.541175, -0.890087], [-4.460610, 4.667760, -0.304794], [-3.034217, 5.553860, -2.162519], [-3.636160, 5.170619, -3.391831], [-5.149027, 5.277771, -3.332494], [-1.993395, 5.372221, 0.173142], [-3.321041, 4.160113, -3.674782], [-3.261201, 5.852788, -4.160002], [-5.568919, 4.564272, -2.618272], [-5.592713, 5.071319, -4.310185], [-5.452333, 6.278089, -3.006312], [-0.997734, 5.319699, -0.269852], [-2.003364, 4.862678, 1.138530], [-2.312143, 6.408495, 0.298262], [2.241790, 1.413306, 2.120779], [3.450935, 1.069174, 2.839806], [3.985686, -0.273371, 2.840422], [3.315896, 1.584250, 4.380400], [2.215469, 1.128669, 5.156238], [2.382865, -0.322509, 5.568343], [4.746628, 2.171700, 2.336011], [1.275100, 1.281196, 4.615015], [2.175665, 1.751123, 6.054570], [2.364393, -0.985709, 4.699247], [1.578259, -0.631641, 6.240955], [3.344981, -0.472709, 6.069143], [4.373444, 3.196540, 2.363870], [5.035370, 1.903650, 1.317933], [5.598008, 2.046609, 3.007296], [0.747994, -2.077216, -1.919321], [1.068423, -3.034271, -2.957985], [0.096151, -3.982414, -3.452049], [2.423202, -3.837688, -2.538376], [2.446019, -4.532185, -1.298389], [1.611120, -5.798699, -1.349914], [1.734960, -2.161021, -4.351310], [2.119862, -3.875127, -0.484522], [3.487326, -4.800562, -1.099164], [0.550778, -5.568864, -1.485395], [1.712803, -6.370141, -0.423375], [1.915840, -6.427490, -2.193000], [2.498824, -1.464211, -4.003017], [0.916596, -1.616269, -4.825898], [2.154846, -2.883539, -5.053295], [-9.465059, 2.490068, -1.209697], [-8.020677, 2.478650, -1.104413], [-7.169617, 2.327576, -2.262542], [-7.580177, 1.384498, 0.020646], [-8.005788, 0.037474, -0.136835], [-7.239777, -0.666788, -1.241828], [-7.501516, 3.934251, -0.232697], [-9.086205, -0.005359, -0.313890], [-7.813324, -0.473520, 0.810729], [-7.455229, -0.223436, -2.217801], [-7.509759, -1.725188, -1.289360], [-6.160478, -0.580148, -1.078628], [-8.108891, 4.046724, 0.666628], [-7.647693, 4.789493, -0.895193], [-6.443908, 3.837276, 0.018662], [4.721976, -5.100514, 0.890271], [5.265718, -4.731575, 2.180884], [6.614953, -5.073518, 2.569510], [4.239605, -5.223084, 3.348137], [3.890065, -6.599388, 3.411586], [5.032954, -7.443895, 3.944860], [5.059657, -2.983878, 2.407346], [3.557419, -6.956421, 2.430588], [3.037977, -6.683801, 4.091921], [5.884599, -7.436179, 3.259189], [4.720507, -8.483265, 4.076950], [5.386861, -7.052312, 4.904255], [4.034485, -2.710055, 2.153609], [5.760630, -2.476548, 1.741791], [5.286648, -2.732789, 3.444914]],
  "atomic_forces_ev_per_a": [[-0.726, 0.237, -2.988], [0.206, 0.005, 0.037], [1.228, 1.037, 2.055], [-2.084, -1.177, 1.442], [6.567, -5.839, -4.279], [-6.738, 1.201, -3.800], [-1.219, 4.949, 6.968], [-0.018, 0.744, -0.628], [0.742, -1.211, -0.290], [-0.144, 0.955, 0.177], [1.016, -0.280, 0.247], [1.006, -0.947, 1.376], [-0.545, 0.724, 0.178], [0.056, 0.673, -0.414], [1.015, -0.449, -0.474], [0.526, -0.448, 1.576], [-0.827, -0.374, -1.056], [-0.263, -0.098, 0.259], [0.037, 0.103, -0.141], [0.008, 0.078, 0.172], [0.229, 0.014, 0.360], [0.045, 0.005, -0.189], [0.132, 0.040, 0.077], [0.102, -0.079, -0.139], [-0.143, 0.057, 0.014], [-0.115, -0.047, -0.170], [0.019, -0.163, -0.069], [0.517, -0.612, 0.477], [0.545, 0.499, 0.420], [-0.803, 0.787, -0.127], [0.541, 0.086, -1.346], [-0.863, -0.614, 0.598], [0.087, -0.319, -0.146], [-0.048, 0.087, 0.170], [0.175, 0.015, -0.074], [0.240, 0.151, -0.295], [-0.036, 0.085, 0.113], [0.075, 0.136, -0.023], [-0.173, 0.075, -0.008], [0.007, -0.173, 0.016], [-0.165, -0.069, 0.058], [-0.175, -0.038, -0.048], [-0.147, -0.624, -0.419], [0.877, -0.468, -0.488], [0.337, 0.758, 0.729], [-0.877, 1.086, -0.922], [-0.010, -0.772, 0.998], [-0.367, -0.082, -0.109], [0.213, -0.035, 0.158], [0.007, 0.037, -0.174], [-0.145, 0.320, -0.269], [0.117, -0.038, 0.036], [0.133, 0.100, -0.068], [0.032, 0.082, 0.164], [-0.035, -0.036, -0.056], [0.007, -0.115, 0.150], [-0.083, 0.063, 0.161], [1.156, -0.328, -0.250], [0.022, 0.062, 0.568], [-0.803, -0.011, 0.498], [-0.086, 1.310, -0.386], [-0.275, -1.077, -0.368], [0.103, 0.054, -0.344], [0.048, -0.233, 0.259], [0.109, 0.163, -0.004], [0.021, 0.402, 0.029], [0.001, -0.071, 0.133], [0.009, 0.096, 0.122], [-0.169, -0.060, 0.044], [0.023, -0.079, -0.155], [-0.038, -0.210, -0.037], [-0.233, -0.021, -0.105], [0.568, -0.181, 0.966], [-0.104, 0.406, 0.392], [-0.937, -0.107, -0.567], [0.504, 0.948, -0.672], [-0.033, -1.123, 0.043], [0.359, -0.060, -0.061], [-0.231, -0.187, 0.105], [0.088, 0.162, 0.028], [0.067, 0.373, -0.119], [-0.130, -0.011, 0.078], [-0.084, 0.127, 0.015], [-0.126, -0.076, -0.113], [0.195, -0.060, 0.062], [-0.067, -0.206, 0.024], [-0.052, -0.085, -0.165]],
  "mulliken_charge": [-0.37, 0.24, -0.44, 0.05, 0.28, -0.52, -0.60, 0.26, 0.24, 0.27, 0.30, 0.31, -0.66, 1.25, -0.59, -0.30, -0.30, -0.66, -1.11, 0.25, 0.30, -0.04, 0.43, 0.27, 0.36, 0.40, 0.35, -0.64, 1.06, -0.45, -0.30, -0.31, -0.92, -1.00, 0.29, 0.28, 0.23, 0.40, 0.26, 0.34, 0.40, 0.34, -0.62, 1.26, -0.63, -0.28, -0.13, -0.99, -1.02, 0.25, 0.19, 0.33, 0.31, 0.30, 0.35, 0.38, 0.34, -0.67, 1.27, -0.60, -0.27, -0.34, -0.97, -0.84, 0.34, 0.27, 0.29, 0.38, 0.25, 0.40, 0.35, 0.22, -0.60, 1.15, -0.62, -0.25, -0.22, -1.03, -1.05, 0.21, 0.29, 0.31, 0.39, 0.26, 0.32, 0.46, 0.37]
}